DFT (the ωB97M-V functional and the def2-TZVPD basis) results for a 12-piece molecular cluster, C3H32N2O11S2 overall in a non-equilibrium geometry.

As for the strongest force on any atom: 6.600 eV Å⁻¹. As for the spin multiplicity: 1. The electronic energy comes out at -50800.432 eV. As for the SMILES: NC[C@H](N)CSS.O.O.O.O.O.O.O.O.O.O.O.

Each atom is followed by the atoms it is bonded to, with distances in Å.
Geometry (Å):
1 N -0.491 -0.163 0.278  C2 1.480, H8 0.984, H9 0.977
2 C 0.276 -1.363 0.679  N1 1.480, C3 1.496, H10 1.122, H11 1.146
3 C -0.608 -2.570 0.691  C2 1.496, N4 1.462, C5 1.570, H12 1.065
4 N -1.489 -2.405 1.846  C3 1.462, H13 1.073, H14 0.939
5 C 0.286 -3.854 0.817  C3 1.570, S6 1.778, H15 1.062, H16 1.090
6 S 0.930 -4.545 -0.689  C5 1.778, S7 1.962
7 S 1.056 -3.418 -2.290  S6 1.962, H17 1.436
8 H -0.438 -0.089 -0.702  N1 0.984
9 H -1.424 -0.026 0.531  N1 0.977
10 H 1.130 -1.590 -0.012  C2 1.122
11 H 0.629 -1.057 1.725  C2 1.146
12 H -1.222 -2.630 -0.178  C3 1.065
13 H -1.210 -2.711 2.835  N4 1.073
14 H -2.096 -1.690 1.911  N4 0.939
15 H 1.117 -3.414 1.312  C5 1.062
16 H -0.122 -4.626 1.470  C5 1.090
17 H 2.225 -2.690 -1.883  S7 1.436
18 O -3.291 2.692 0.395  H19 0.931, H20 0.936
19 H -3.089 2.174 -0.352  O18 0.931
20 H -3.699 2.187 1.068  O18 0.936
21 O 0.035 2.725 0.839  H22 1.014, H23 0.934
22 H -0.720 2.646 0.166  O21 1.014
23 H -0.200 3.511 1.286  O21 0.934
24 O -0.797 -0.086 4.554  H25 0.910, H26 1.025
25 H -1.223 0.182 3.797  O24 0.910
26 H -0.394 -1.018 4.411  O24 1.025
27 O 1.999 0.624 -2.692  H28 0.950, H29 0.924
28 H 2.426 1.306 -2.187  O27 0.950
29 H 1.190 0.953 -2.993  O27 0.924
30 O 2.529 2.630 -0.077  H31 0.916, H32 0.983
31 H 1.795 2.357 0.398  O30 0.916
32 H 2.424 3.596 0.068  O30 0.983
33 O 3.380 -1.512 -1.840  H34 0.890, H35 1.029
34 H 3.131 -0.776 -1.406  O33 0.890
35 H 3.182 -1.172 -2.790  O33 1.029
36 O -2.617 0.537 2.198  H37 0.997, H38 0.990
37 H -1.702 0.906 2.055  O36 0.997
38 H -3.373 0.892 2.729  O36 0.990
39 O -2.003 1.564 -1.530  H40 1.014, H41 1.008
40 H -1.431 1.792 -2.336  O39 1.014
41 H -2.451 0.810 -2.028  O39 1.008
42 O 3.345 0.396 1.446  H43 0.901, H44 0.997
43 H 2.790 0.771 2.048  O42 0.901
44 H 3.473 0.912 0.603  O42 0.997
45 O -1.450 -0.442 -3.101  H46 0.986, H47 0.951
46 H -1.174 -1.270 -2.643  O45 0.986
47 H -0.696 0.135 -3.162  O45 0.951
48 O -0.037 2.638 -2.659  H49 1.020, H50 0.876
49 H 0.116 2.718 -1.653  O48 1.020
50 H -0.013 3.462 -2.954  O48 0.876

DFT (the ωB97M-V functional and the def2-TZVPD basis) results for a 13-piece molecular cluster, C3H32NO13 overall in a non-equilibrium geometry.

As for the strongest force on any atom: 2.731 eV Å⁻¹. Its relative energy (zero: lowest compared OMol25 entry of this formula, charge and spin) is 14.9 kcal per mole. Its total charge is -1. As for the spin multiplicity: 1.

Each atom is followed by the atoms it is bonded to, with distances in Å.
Geometry (Å):
1 C -1.327 2.138 1.146  N2 1.457, C5 1.536, H6 1.092, H7 1.109
2 N -1.546 1.838 -0.263  C1 1.457, C3 1.494, H8 1.012
3 C -0.544 0.823 -0.708  N2 1.494, O4 1.379, H9 1.122, H10 1.098
4 O -0.504 -0.223 0.190  C3 1.379
5 C -2.075 3.416 1.557  C1 1.536, H11 1.100, H12 1.080, H13 1.088
6 H -0.260 2.360 1.201  C1 1.092
7 H -1.552 1.341 1.883  C1 1.109
8 H -2.465 1.654 -0.642  N2 1.012
9 H -0.969 0.413 -1.662  C3 1.122
10 H 0.436 1.314 -0.667  C3 1.098
11 H -2.790 3.661 0.757  C5 1.100
12 H -2.623 3.152 2.450  C5 1.080
13 H -1.429 4.290 1.601  C5 1.088
14 H -4.510 -0.409 0.434  O16 0.986
15 H -4.571 -0.310 1.963  O16 0.958
16 O -4.985 0.039 1.172  H14 0.986, H15 0.958
17 H -2.844 -1.790 -0.643  O19 0.957
18 H -2.284 -0.657 0.366  O19 0.984
19 O -3.003 -1.297 0.162  H17 0.957, H18 0.984
20 H 4.454 0.826 -0.972  O22 0.960
21 H 3.636 2.137 -1.104  O22 0.970
22 O 4.424 1.671 -1.425  H20 0.960, H21 0.970
23 H 2.530 2.164 0.471  O25 0.972
24 H 1.196 2.465 -0.276  O25 0.961
25 O 2.074 2.811 -0.093  H23 0.972, H24 0.961
26 H 1.657 -4.407 1.781  O28 0.959
27 H 0.499 -3.490 1.261  O28 0.965
28 O 0.756 -4.122 1.942  H26 0.959, H27 0.965
29 H 1.456 0.293 2.528  O31 0.967
30 H 1.151 -0.107 1.129  O31 0.986
31 O 1.925 0.100 1.705  H29 0.967, H30 0.986
32 H 1.819 -0.530 -4.139  O34 0.963
33 H 1.467 -1.984 -3.911  O34 0.966
34 O 1.858 -1.392 -4.567  H32 0.963, H33 0.966
35 H 3.197 -3.729 -0.838  O37 0.964
36 H 1.912 -3.056 -0.983  O37 0.965
37 O 2.673 -3.298 -1.523  H35 0.964, H36 0.965
38 H -1.743 -1.155 2.998  O40 0.965
39 H -1.258 -0.109 1.991  O40 0.978
40 O -1.607 -0.204 2.900  H38 0.965, H39 0.978
41 H 3.539 -1.698 0.749  O43 0.960
42 H 2.616 -2.850 1.400  O43 0.955
43 O 3.363 -2.637 0.845  H41 0.960, H42 0.955
44 H -1.361 2.324 -2.999  O46 0.971
45 H -0.019 2.812 -3.479  O46 0.966
46 O -0.844 2.436 -3.813  H44 0.971, H45 0.966
47 H -0.252 -2.645 -1.258  O49 0.973
48 H -0.531 -1.677 -0.195  O49 1.072
49 O -0.744 -2.703 -0.420  H47 0.973, H48 1.072

DFT (the ωB97M-V functional and the def2-TZVPD basis) results for a 12-piece molecular cluster, C3H32NO14S overall in a non-equilibrium geometry.

As for the strongest force on any atom: 2.036 eV Å⁻¹. Its relative energy (zero: lowest compared OMol25 entry of this formula, charge and spin) is 0.0 kcal per mole. Its total charge is +1. As for the spin multiplicity: 1.

Each atom is followed by the atoms it is bonded to, with distances in Å.
Geometry (Å):
1 O -0.317 1.292 -0.478  C2 1.423, H16 0.972
2 C 0.704 1.741 0.405  O1 1.423, O3 1.387, C4 1.536, O27 1.368
3 O 0.127 2.831 1.040  C2 1.387, H8 0.966
4 C 0.962 0.566 1.361  C2 1.536, C5 1.543, N7 1.474, H9 1.080
5 C -0.343 0.141 2.066  C4 1.543, S6 1.818, H10 1.073, H11 1.084
6 S -0.019 -1.007 3.438  C5 1.818, H12 1.348
7 N 1.649 -0.524 0.645  C4 1.474, H13 1.026, H14 1.010, H15 1.022
8 H 0.500 2.970 1.921  O3 0.966
9 H 1.632 0.865 2.153  C4 1.080
10 H -0.828 1.029 2.424  C5 1.073
11 H -0.885 -0.449 1.336  C5 1.084
12 H -1.285 -1.125 3.886  S6 1.348
13 H 1.663 -1.383 1.206  N7 1.026
14 H 1.304 -0.613 -0.301  N7 1.010
15 H 2.631 -0.311 0.461  N7 1.022
16 H -0.416 1.826 -1.284  O1 0.972
17 H -1.556 0.569 -3.297  O18 0.974
18 O -1.065 1.409 -3.261  H17 0.974, H25 0.965
19 H 5.040 0.420 1.243  O21 0.968
20 H 4.466 0.856 2.477  O21 0.967
21 O 4.163 0.647 1.583  H19 0.968, H20 0.967
22 H 2.156 -0.919 -2.742  O24 0.936
23 H 3.538 -0.913 -2.141  O24 0.963
24 O 2.618 -0.692 -1.960  H22 0.936, H23 0.963
25 H -0.890 1.546 -4.200  O18 0.965
26 H 2.017 2.856 -0.578  O27 0.961
27 O 1.882 1.962 -0.254  C2 1.368, H26 0.961
28 H -1.644 -1.595 -2.534  O30 0.959
29 H -2.644 -1.489 -3.734  O30 0.955
30 O -2.216 -1.006 -3.031  H28 0.959, H29 0.955
31 H 2.267 0.910 4.419  O33 0.954
32 H 1.339 2.162 4.798  O33 0.958
33 O 1.969 1.785 4.184  H31 0.954, H32 0.958
34 H -4.975 -0.106 -1.010  O36 0.958
35 H -3.825 -0.122 -1.981  O36 0.958
36 O -4.554 -0.660 -1.669  H34 0.958, H35 0.958
37 H 2.640 -3.635 0.912  O39 0.945
38 H 2.055 -3.308 2.389  O39 0.959
39 O 2.591 -3.037 1.641  H37 0.945, H38 0.959
40 H -1.971 -1.531 -0.270  O42 1.018
41 H -0.791 -0.657 -0.849  O42 0.972
42 O -1.062 -1.582 -0.726  H40 1.018, H41 0.972
43 H -3.101 2.296 0.630  O45 0.959
44 H -2.705 1.222 -0.454  O45 0.959
45 O -3.302 1.432 0.266  H43 0.959, H44 0.959
46 H 0.481 -1.846 -4.274  O48 0.955
47 H -0.064 -0.504 -3.513  O48 0.961
48 O 0.586 -0.915 -4.090  H46 0.955, H47 0.961
49 H -3.409 -0.329 0.821  O51 0.967
50 H -3.897 -1.813 0.269  O51 0.958
51 O -3.216 -1.262 0.657  H49 0.967, H50 0.958

DFT (the ωB97M-V functional and the def2-TZVPD basis) results for a 14-piece molecular cluster, C3H34N2O14 overall in a non-equilibrium geometry.

As for the strongest force on any atom: 3.875 eV Å⁻¹. Its relative energy (zero: lowest compared OMol25 entry of this formula, charge and spin) is 74.2 kcal per mole. As for the spin multiplicity: 1.

Each atom is followed by the atoms it is bonded to, with distances in Å.
Geometry (Å):
1 N -0.807 1.662 -0.333  C2 1.458, H7 1.031, H8 1.001
2 C -0.366 2.266 -1.584  N1 1.458, C3 1.514, C4 1.595, H9 1.077
3 C -1.537 2.997 -2.205  C2 1.514, H10 1.130, H11 1.172, H12 1.091
4 C 0.230 1.076 -2.462  C2 1.595, N5 1.381, O6 1.203
5 N 1.410 0.504 -2.028  C4 1.381, H13 1.076, H14 1.008
6 O -0.486 0.575 -3.289  C4 1.203
7 H -0.198 0.926 0.055  N1 1.031
8 H -1.696 1.224 -0.475  N1 1.001
9 H 0.360 3.021 -1.332  C2 1.077
10 H -1.933 2.371 -3.058  C3 1.130
11 H -1.108 3.911 -2.799  C3 1.172
12 H -2.217 3.497 -1.514  C3 1.091
13 H 1.855 -0.276 -2.621  N5 1.076
14 H 2.118 1.013 -1.523  N5 1.008
15 H 1.383 -1.685 3.402  O17 0.960
16 H 2.678 -2.151 2.761  O17 0.954
17 O 1.733 -2.140 2.632  H15 0.960, H16 0.954
18 H 3.385 -1.323 1.482  O20 0.959
19 H 2.647 -0.221 0.588  O20 0.963
20 O 3.333 -0.397 1.241  H18 0.959, H19 0.963
21 H 1.540 3.481 -0.560  O23 0.961
22 H 2.003 2.510 0.562  O23 0.960
23 O 2.186 2.806 -0.333  H21 0.961, H22 0.960
24 H 0.526 0.171 1.564  O26 0.972
25 H 1.830 0.543 2.319  O26 0.957
26 O 0.893 0.388 2.438  H24 0.972, H25 0.957
27 H -2.449 -2.623 0.689  O29 0.971
28 H -2.206 -1.730 1.825  O29 0.974
29 O -1.715 -2.363 1.270  H27 0.971, H28 0.974
30 H 3.008 -2.967 -1.735  O32 0.964
31 H 1.735 -2.602 -1.180  O32 0.977
32 O 2.080 -3.174 -1.893  H30 0.964, H31 0.977
33 H 0.636 -1.848 0.843  O35 0.968
34 H -0.645 -1.453 0.224  O35 0.986
35 O 0.313 -1.230 0.171  H33 0.968, H34 0.986
36 H -2.424 3.437 0.935  O38 0.990
37 H -1.191 2.614 1.389  O38 0.995
38 O -1.906 3.207 1.746  H36 0.990, H37 0.995
39 H -2.094 -2.100 -3.449  O41 0.957
40 H -0.765 -1.744 -2.617  O41 0.974
41 O -1.463 -2.398 -2.794  H39 0.957, H40 0.974
42 H -1.868 -0.188 4.093  O44 1.013
43 H -0.921 -1.195 4.407  O44 0.972
44 O -1.891 -1.158 4.386  H42 1.013, H43 0.972
45 H -3.175 -2.759 -1.752  O47 0.960
46 H -2.402 -2.037 -0.783  O47 0.955
47 O -3.320 -2.177 -1.004  H45 0.960, H46 0.955
48 H -2.733 0.898 2.649  O50 0.955
49 H -4.231 0.516 2.101  O50 0.953
50 O -3.293 0.583 1.943  H48 0.955, H49 0.953
51 H 4.563 -1.069 -0.772  O53 0.964
52 H 4.251 -0.126 -1.912  O53 0.967
53 O 4.346 -1.067 -1.710  H51 0.964, H52 0.967